Entry P
{
  "formula": "C5H12O2",
  "method": "ωB97M-V with the def2-TZVPD basis set",
  "symbols": ["C", "C", "C", "O", "C", "C", "O", "H", "H", "H", "H", "H", "H", "H", "H", "H", "H", "H", "H"],
  "coordinates": [[2.32, 0.18, 1.42], [0.89, 0.58, 1.05], [0.34, -0.10, -0.22], [0.45, -1.52, -0.09], [-1.12, 0.34, -0.51], [-1.63, -0.05, -1.91], [-1.82, -0.36, 0.51], [2.38, -0.90, 1.63], [3.02, 0.40, 0.61], [2.67, 0.72, 2.31], [0.21, 0.36, 1.89], [0.83, 1.65, 0.86], [0.95, 0.13, -1.09], [-0.16, -1.81, 0.61], [-1.35, 1.44, -0.39], [-1.34, -1.08, -2.13], [-2.73, 0.02, -2.00], [-1.23, 0.59, -2.71], [-2.69, -0.58, 0.17]],
  "lowdin_charge": [-0.103, -0.211, -0.353, -0.036, -0.376, -0.046, -0.046, 0.070, 0.074, 0.070, 0.117, 0.111, 0.147, 0.097, 0.153, 0.081, 0.081, 0.083, 0.086],
  "mol_weight_g_mol": 104.1,
  "smiles": "CC[C@@H](O)[C@@H](C)O",
  "orbital_gap_ev": 10.94,
  "e_lumo_ha": 0.031
}



Entry Q
{
  "formula": "C5H12O2",
  "method": "ωB97M-V with the def2-TZVPD basis set",
  "symbols": ["C", "C", "C", "O", "C", "C", "O", "H", "H", "H", "H", "H", "H", "H", "H", "H", "H", "H", "H"],
  "coordinates": [[-2.03, 0.64, 0.84], [-0.89, -0.23, 0.38], [-0.23, 0.08, -0.92], [-0.01, 1.47, -1.02], [1.03, -0.75, -1.12], [1.83, -0.65, 0.19], [0.97, -1.00, 1.22], [-2.28, 0.43, 1.88], [-1.81, 1.69, 0.71], [-2.90, 0.36, 0.23], [-1.08, -1.29, 0.51], [0.12, 0.91, 1.73], [-0.99, -0.24, -1.66], [0.43, 1.64, -1.86], [1.60, -0.42, -1.99], [0.74, -1.80, -1.29], [2.18, 0.39, 0.30], [2.72, -1.31, 0.15], [0.59, 0.08, 1.70]],
  "lowdin_charge": [-0.110, -0.055, -0.413, -0.018, -0.122, -0.314, -0.249, 0.085, 0.076, 0.096, 0.128, 0.115, 0.169, 0.105, 0.120, 0.123, 0.112, 0.114, 0.040],
  "mol_weight_g_mol": 104.1,
  "orbital_gap_ev": 7.96,
  "e_lumo_ha": -0.005
}



Entry R
{
  "formula": "C5H12O2",
  "method": "ωB97M-V with the def2-TZVPD basis set",
  "symbols": ["C", "C", "C", "O", "C", "C", "O", "H", "H", "H", "H", "H", "H", "H", "H", "H", "H", "H", "H"],
  "coordinates": [[2.36, 0.27, 1.28], [0.93, 0.67, 0.95], [0.30, -0.25, -0.10], [0.42, -1.61, 0.25], [-1.19, 0.15, -0.35], [-1.55, 0.13, -1.83], [-1.98, -0.78, 0.40], [2.39, -0.74, 1.69], [3.00, 0.29, 0.39], [2.80, 0.96, 2.02], [0.31, 0.65, 1.85], [0.91, 1.71, 0.56], [0.87, -0.11, -1.03], [-0.45, -1.86, 0.61], [-1.36, 1.16, 0.05], [-1.31, -0.86, -2.25], [-2.62, 0.34, -1.98], [-0.97, 0.89, -2.36], [-2.84, -0.84, -0.03]],
  "lowdin_charge": [-0.107, -0.217, -0.368, -0.024, -0.377, -0.047, -0.044, 0.072, 0.076, 0.069, 0.120, 0.116, 0.145, 0.084, 0.139, 0.094, 0.082, 0.087, 0.099],
  "mol_weight_g_mol": 104.1,
  "smiles": "CC[C@@H](O)[C@@H](C)O",
  "orbital_gap_ev": 10.64,
  "e_lumo_ha": 0.029
}



Entry S
{
  "formula": "C5H12O2",
  "method": "ωB97M-V with the def2-TZVPD basis set",
  "symbols": ["C", "C", "O", "C", "C", "O", "C", "H", "H", "H", "H", "H", "H", "H", "H", "H", "H", "H", "H"],
  "coordinates": [[-2.37, -1.12, -1.03], [-1.19, -0.13, -1.16], [-0.73, 0.50, 0.06], [0.63, 1.26, -0.07], [1.73, 1.28, 1.06], [2.34, 0.03, 1.08], [1.26, -0.90, 1.19], [-3.26, -0.66, -0.60], [-2.13, -2.02, -0.45], [-2.64, -1.48, -2.04], [-1.50, 0.66, -1.84], [-0.37, -0.69, -1.63], [1.16, 0.82, -0.92], [0.30, 2.27, -0.25], [2.52, 2.03, 0.83], [1.36, 1.57, 2.06], [0.30, -0.56, 0.69], [0.98, -0.98, 2.24], [1.61, -1.85, 0.77]],
  "lowdin_charge": [-0.075, -0.270, -0.238, -0.083, -0.218, -0.188, -0.105, 0.071, 0.071, 0.080, 0.113, 0.113, 0.124, 0.109, 0.135, 0.124, 0.054, 0.093, 0.090],
  "mol_weight_g_mol": 104.1,
  "smiles": "CCOCCOC",
  "orbital_gap_ev": 10.09,
  "e_lumo_ha": 0.039
}



Relative to the most stable one, in hartree, the structures come out at entry P 0.0021; entry Q 0.1809; entry R 0.0000; entry S 0.0911.



Entry P
{
  "formula": "H29O15",
  "method": "ωB97M-V with the def2-TZVPD basis set",
  "symbols": ["O", "H", "H", "O", "H", "H", "O", "H", "H", "O", "H", "H", "O", "H", "H", "O", "H", "H", "O", "H", "H", "O", "H", "H", "O", "H", "H", "O", "H", "O", "H", "H", "O", "H", "H", "O", "H", "H", "O", "H", "H", "O", "H", "H"],
  "coordinates": [[-1.16, -3.18, -0.78], [-1.85, -3.75, -0.51], [-1.04, 1.84, -1.78], [-0.41, -0.78, 1.42], [0.33, -1.29, 1.72], [-1.67, -0.32, 1.74], [-1.40, 2.53, -2.37], [0.41, -1.17, -1.09], [2.11, 5.19, 1.23], [-0.47, 4.64, -1.09], [-4.49, 0.08, 0.80], [-0.46, 4.66, -2.04], [1.08, 2.33, 3.31], [0.57, 1.75, 2.73], [-2.55, 1.31, 0.49], [2.88, -0.83, -2.40], [0.34, -0.94, -3.91], [2.38, -0.93, -1.60], [1.13, -1.07, -0.46], [1.96, 2.15, 3.01], [0.49, -0.75, 0.31], [2.32, -3.55, 0.55], [1.79, -3.59, -0.26], [-0.55, -2.81, -0.14], [-5.35, -0.25, 0.54], [-5.22, -0.76, -0.24], [-2.33, 2.68, -2.20], [1.04, -0.85, -4.54], [-0.80, 3.77, -0.91], [4.17, -0.57, 2.11], [4.06, 0.26, 1.55], [1.30, -1.73, -4.76], [0.73, -5.29, 1.60], [0.02, -4.61, 1.54], [1.56, -4.70, 1.58], [-2.84, 2.00, -0.11], [-3.69, 2.35, 0.08], [2.66, -2.69, 0.14], [1.45, 5.43, 0.60], [2.20, -0.31, -2.90], [3.36, -0.97, 2.36], [-2.73, -0.17, 1.89], [1.10, 4.70, 0.06], [-2.43, 0.21, 2.73]],
  "lowdin_charge": [-0.038, 0.018, 0.059, -0.294, -0.026, -0.029, -0.077, 0.030, 0.006, -0.048, -0.023, 0.034, -0.048, 0.023, 0.004, -0.102, 0.027, -0.063, -0.151, 0.006, -0.019, -0.102, 0.048, -0.007, -0.057, 0.009, 0.027, -0.029, -0.003, -0.073, 0.079, 0.035, -0.131, 0.032, 0.018, -0.035, 0.034, 0.078, -0.079, 0.016, -0.002, -0.182, 0.000, 0.033],
  "mol_weight_g_mol": 269.2,
  "total_charge": -1,
  "orbital_gap_ev": 9.43,
  "e_lumo_ha": 0.085
}



Entry Q
{
  "formula": "H29O15",
  "method": "ωB97M-V with the def2-TZVPD basis set",
  "symbols": ["O", "H", "H", "O", "H", "H", "O", "H", "H", "O", "H", "H", "O", "H", "H", "O", "H", "H", "O", "H", "H", "O", "H", "H", "O", "H", "H", "O", "H", "O", "H", "H", "O", "H", "H", "O", "H", "H", "O", "H", "H", "O", "H", "H"],
  "coordinates": [[-2.56, -0.24, 1.27], [-2.30, -0.45, 0.38], [2.86, -1.29, -3.68], [0.07, 0.29, 2.41], [0.14, 0.94, 1.67], [-1.65, -3.41, 2.24], [3.56, -0.84, -3.26], [-1.28, 1.37, -0.10], [-1.26, -3.37, -0.83], [2.30, -1.79, -0.86], [2.60, 0.60, 1.31], [3.04, -1.33, -1.32], [0.80, -0.40, 5.45], [1.26, -1.01, 4.82], [-0.99, -0.32, -4.45], [0.24, 1.63, -0.32], [-0.45, 4.98, 1.11], [-0.32, 1.91, -1.01], [-2.31, 1.66, -0.27], [0.13, 0.11, 4.91], [-0.56, -0.36, 2.23], [0.35, 0.07, -2.44], [1.01, 0.65, -2.06], [-2.79, 0.66, 1.37], [2.63, 0.88, 0.38], [0.39, -0.79, -4.47], [3.29, 0.10, -3.07], [-0.52, 5.50, 0.33], [1.86, -1.14, -0.30], [-4.72, -0.03, -2.13], [-4.40, 0.32, -1.32], [-0.51, 4.69, -0.25], [3.15, 0.58, 3.62], [2.70, 0.39, 4.45], [3.56, -0.21, 3.28], [-0.18, -0.16, -4.90], [-2.60, 1.59, -1.22], [-0.44, 0.61, -2.12], [-1.31, -2.45, -0.57], [1.72, 1.11, 0.09], [-4.24, -0.70, -2.65], [-1.19, -4.04, 1.70], [-0.78, -2.12, -1.29], [-0.28, -4.18, 1.87]],
  "lowdin_charge": [-0.067, -0.004, 0.005, -0.057, 0.029, 0.030, -0.046, 0.032, 0.027, -0.097, -0.002, 0.010, -0.111, 0.040, -0.001, -0.351, 0.006, -0.095, -0.194, 0.061, -0.027, -0.100, 0.020, 0.006, -0.103, 0.002, 0.079, -0.079, -0.004, -0.053, -0.005, 0.055, -0.045, 0.003, 0.035, -0.055, 0.042, 0.061, -0.042, -0.047, 0.047, -0.034, 0.012, 0.018],
  "mol_weight_g_mol": 269.2,
  "total_charge": -1,
  "orbital_gap_ev": 8.80,
  "e_lumo_ha": 0.086
}



Relative to the most stable one, in hartree, the structures come out at entry P 0.0000; entry Q 0.0220.



Entry P
{
  "formula": "C3H7O3",
  "method": "ωB97M-V with the def2-TZVPD basis set",
  "symbols": ["C", "C", "O", "O", "H", "H", "H", "C", "O", "H", "H", "H", "H"],
  "coordinates": [[-2.15, -0.24, -1.34], [-0.74, 0.42, -1.51], [-0.08, 0.12, -2.52], [-0.40, 1.13, -0.53], [-2.73, 0.49, -0.79], [-1.99, -1.12, -0.75], [-2.67, -0.50, -2.25], [1.88, -0.32, 1.38], [1.76, 0.32, 2.62], [1.29, 1.16, 2.57], [0.93, -0.35, 0.86], [2.57, 0.20, 0.71], [2.32, -1.30, 1.55]],
  "lowdin_charge": [-0.059, -0.801, -0.103, -0.123, 0.043, 0.042, 0.041, -0.176, -0.137, 0.070, 0.060, 0.075, 0.068],
  "mol_weight_g_mol": 91.1,
  "total_charge": -1,
  "orbital_gap_ev": 7.89,
  "e_lumo_ha": 0.143
}



Entry Q
{
  "formula": "C3H7O3",
  "method": "ωB97M-V with the def2-TZVPD basis set",
  "symbols": ["C", "C", "O", "O", "H", "H", "H", "C", "O", "H", "H", "H", "H"],
  "coordinates": [[2.39, -1.58, -0.23], [1.41, -0.37, -0.07], [1.73, 0.67, -0.68], [0.42, -0.58, 0.66], [2.19, -2.30, 0.57], [3.40, -1.22, -0.06], [2.26, -2.05, -1.20], [-2.34, 1.03, 0.73], [-3.08, 0.74, -0.46], [-2.50, 0.62, -1.16], [-2.12, 2.09, 0.88], [-2.90, 0.49, 1.49], [-1.37, 0.51, 0.77]],
  "lowdin_charge": [-0.062, -0.793, -0.097, -0.112, 0.043, 0.045, 0.050, -0.157, -0.126, 0.028, 0.069, 0.069, 0.044],
  "mol_weight_g_mol": 91.1,
  "total_charge": -1,
  "orbital_gap_ev": 8.19,
  "e_lumo_ha": 0.149
}



Entry R
{
  "formula": "C3H7O3",
  "method": "ωB97M-V with the def2-TZVPD basis set",
  "symbols": ["O", "C", "O", "C", "C", "H", "H", "H", "H", "H", "H", "H", "O"],
  "coordinates": [[-0.09, 2.05, 0.48], [-0.20, 0.84, 0.23], [-0.72, -0.05, 0.84], [0.27, 0.42, -1.23], [1.54, -0.40, -1.55], [-0.70, 0.31, -1.78], [0.50, 1.47, -1.65], [2.06, -0.71, -0.71], [1.03, -1.13, -2.16], [2.09, 0.37, -2.03], [-1.50, -0.46, 3.25], [-2.08, -1.68, 2.79], [-2.19, -1.03, 3.53]],
  "lowdin_charge": [-0.080, -0.825, -0.038, -0.206, -0.107, 0.093, 0.087, 0.039, 0.052, 0.045, -0.019, 0.045, -0.086],
  "mol_weight_g_mol": 91.1,
  "total_charge": -1,
  "orbital_gap_ev": 8.09,
  "e_lumo_ha": 0.155
}



Relative to the most stable one, in hartree, the structures come out at entry P 0.0000; entry Q 0.0030; entry R 0.0215.



Entry P
{
  "formula": "C6H7I",
  "method": "ωB97M-V with the def2-TZVPD basis set",
  "symbols": ["C", "C", "C", "C", "C", "C", "I", "H", "H", "H", "H", "H", "H", "H"],
  "coordinates": [[0.39, -1.00, 0.06], [-0.83, -0.27, 0.08], [1.63, -0.50, 0.14], [-2.03, -0.88, 0.09], [-0.72, 1.20, 0.08], [2.76, 0.10, -0.08], [-3.85, 0.19, 0.06], [0.35, -2.14, -0.05], [-1.03, 1.50, -0.94], [0.40, 1.44, 0.26], [-1.37, 1.57, 0.89], [-2.25, -2.02, -0.06], [3.06, 0.52, -1.16], [3.48, 0.30, 0.62]],
  "lowdin_charge": [-0.104, -0.495, -0.099, -0.570, -0.110, -0.001, 0.784, 0.141, 0.092, 0.092, 0.058, 0.073, 0.124, 0.013],
  "mol_weight_g_mol": 206.0,
  "smiles": "C=C=C/C(C)=C/I",
  "orbital_gap_ev": 8.83,
  "e_lumo_ha": 0.016
}



Entry Q
{
  "formula": "C6H7I",
  "method": "ωB97M-V with the def2-TZVPD basis set",
  "symbols": ["C", "C", "C", "C", "C", "C", "I", "H", "H", "H", "H", "H", "H", "H"],
  "coordinates": [[-0.04, 0.24, -0.98], [-0.21, -0.80, -0.06], [0.28, 1.19, -0.02], [0.77, 2.51, 0.00], [-0.02, 0.24, 1.04], [-0.62, -2.20, -0.10], [0.15, 0.20, -3.04], [0.95, 2.83, 0.95], [1.05, 3.06, -0.86], [-0.82, 0.57, 1.74], [0.75, -0.10, 1.77], [0.21, -2.79, -0.70], [-1.63, -2.25, -0.60], [-0.82, -2.69, 0.85]],
  "lowdin_charge": [-0.711, -0.267, -0.388, 0.107, -0.135, -0.064, 0.839, 0.013, 0.040, 0.131, 0.131, 0.129, 0.101, 0.073],
  "mol_weight_g_mol": 206.0,
  "orbital_gap_ev": 8.74,
  "e_lumo_ha": 0.021
}



Relative to the most stable one, in hartree, the structures come out at entry P 0.0042; entry Q 0.0000.